Record 1
The following is a DFT calculation (ωB97M-V with the def2-TZVPD basis set) of an isolated molecule of C6H13NO2 at a distorted geometry.

The geometry in XYZ format:
```
22
Properties=species:S:1:pos:R:3
C 0.163 0.896 -1.120
C -0.448 -0.293 1.129
C 0.804 1.909 0.958
C -0.120 -1.627 -1.745
C 0.405 -1.397 1.727
N 0.598 0.660 0.234
C -0.790 -0.329 -1.369
O -0.543 2.090 -1.358
O -1.988 -0.103 -1.582
H -1.488 1.838 -1.371
H 1.013 0.847 -1.807
H -1.410 -0.703 0.815
H -0.795 0.387 1.912
H -0.144 2.443 1.109
H 1.262 1.713 1.931
H 1.498 2.556 0.410
H -0.706 -2.458 -1.346
H 0.893 -1.689 -1.348
H -0.060 -1.679 -2.835
H 0.711 -2.126 0.971
H 1.309 -0.997 2.192
H -0.163 -1.936 2.493
```

## Properties
* orbital gap: 0.3657 Eh
* SMILES: CCN(C)[C@H](O)C(C)=O
* E_LUMO: 0.8 eV
* max |F|: 3.63 eV/Å
* HOMO energy: -9.103 eV
* E_tot: -441.5916 a.u.
* energy above the lowest of the compared OMol25 structures with the same formula, charge and spin: 55.5 kcal per mole
* net charge: 0

Record 2
The following is a DFT calculation (ωB97M-V with the def2-TZVPD basis set) of a structure of composition C32H28MnN5O4S2.

The geometry in XYZ format:
```
72
Properties=species:S:1:pos:R:3
Mn 0.540 -0.076 -0.917
C -2.387 -5.058 7.352
O -1.825 -6.254 6.812
C -0.856 -6.159 5.902
C -0.334 -4.944 5.431
C 0.659 -4.953 4.479
C 1.148 -6.170 3.982
C 0.668 -7.382 4.508
C -0.341 -7.378 5.434
N 2.176 -6.277 3.056
N 2.504 -5.366 2.282
C 1.728 -4.455 1.664
C 0.372 -4.707 1.327
C -0.377 -3.808 0.627
C 0.186 -2.570 0.214
O -0.475 -1.680 -0.394
C 1.592 -2.327 0.503
N 2.070 -1.133 0.080
C 3.337 -0.834 0.307
C 4.196 -1.722 0.970
C 3.718 -2.927 1.416
C 2.368 -3.253 1.188
H -3.150 -5.383 8.051
H -2.843 -4.456 6.565
H -1.629 -4.479 7.881
H -0.690 -4.002 5.821
H 1.077 -4.014 4.142
H 1.098 -8.307 4.150
H -0.747 -8.297 5.834
H -0.065 -5.649 1.633
H -1.409 -4.007 0.371
H 3.685 0.133 -0.039
H 5.226 -1.437 1.125
H 4.359 -3.629 1.933
O 3.868 2.187 -0.806
S 2.686 2.674 -1.463
O 1.963 3.751 -0.872
N 1.670 1.375 -1.740
C 1.524 1.095 -3.021
S 0.542 -0.224 -3.420
C 2.277 1.989 -3.918
C 2.339 1.982 -5.300
C 3.119 2.950 -5.918
C 3.814 3.897 -5.170
C 3.753 3.905 -3.780
C 2.976 2.936 -3.185
H 1.792 1.244 -5.872
H 3.187 2.973 -6.997
H 4.412 4.641 -5.679
H 4.289 4.641 -3.196
C 0.112 1.846 4.286
N 0.907 1.119 3.313
C 0.451 -0.246 3.169
C 1.068 1.812 2.037
C -0.194 1.979 1.214
C -1.102 2.993 1.522
C -2.272 3.166 0.798
C -2.568 2.331 -0.268
C -1.673 1.324 -0.609
C -0.513 1.167 0.136
H 0.211 1.361 5.258
H -0.958 1.888 4.036
H 0.486 2.866 4.379
H 0.408 -0.714 4.154
H 1.164 -0.807 2.562
H -0.547 -0.335 2.707
H 1.816 1.267 1.455
H 1.490 2.798 2.243
H -0.870 3.679 2.328
H -2.951 3.967 1.061
H -3.478 2.462 -0.838
H -1.899 0.676 -1.454
```

## Properties
* orbital gap (spin up / spin down): 0.2327 / 0.1998 Eh
* 2S+1: 4
* E_LUMO (spin up / spin down): -4.3 / -5.2 eV
* max |F|: 0.59 eV/Å
* HOMO energy (spin up / spin down): -10.595 / -10.669 eV
* E_tot: -3758.0136 a.u.
* energy above the lowest of the compared OMol25 structures with the same formula, charge and spin: 2.2 kcal per mole
* net charge: +1